Density functional theory data (wB97M-V/def2-TZVPD) for 2 unconnected molecules or ions with the total composition C13H15F3INO3P in a non-equilibrium geometry.

Properties
Frontier orbital gap = 3.86 eV
Charge = -1
Largest force on an atom = 0.070 Eh/bohr

Geometry as XYZ:
```
37
C13H15F3INO3P | OMol25 | wB97M-V/def2-TZVPD
N -2.77936 -0.92074 3.13521
C -2.21955 -0.83669 1.75577
C -1.78514 0.62144 1.31832
C -0.34358 1.07269 1.82778
C 0.83971 0.49123 0.93164
C 1.42497 -0.90747 1.42810
C 2.42383 -0.66716 2.63375
F 3.81636 -0.78096 2.39006
C 2.00431 -0.36656 3.93576
F 2.57183 0.69721 4.63122
F 1.02987 -1.14819 4.55590
P -0.34441 2.93707 1.48227
O 0.71260 3.72756 2.61397
I 0.54481 3.40809 -0.81072
H -3.00702 -1.90171 3.33724
H -2.08063 -0.65820 3.83891
H -3.07271 -1.14291 1.05427
H -1.42354 -1.63310 1.63415
H -2.53255 1.33627 1.81129
H -1.90784 0.76081 0.19469
H 1.70341 1.23590 1.00936
H 0.46420 0.40116 -0.13164
H 2.06459 -1.32630 0.57819
H 0.65216 -1.67984 1.70368
H 0.10306 4.34563 3.06231
C -0.80538 0.41989 -3.69558
C -0.28805 0.56140 -4.91640
C 0.65171 -0.43489 -5.47220
O 1.12578 -0.30509 -6.58586
C 0.99499 -1.59626 -4.62364
C 0.47812 -1.73921 -3.40352
C -0.46219 -0.74226 -2.84690
O -0.93425 -0.87478 -1.73705
H -1.49408 1.14065 -3.27286
H -0.52912 1.40456 -5.55145
H 1.68400 -2.31626 -5.04717
H 0.71909 -2.58299 -2.76886
```